No. 1
Below is one molecule with the formula C2H3F3OS at a distorted geometry, with properties calculated with ωB97M-V/def2-TZVPD.

Structure (XYZ):
```
10
Properties=species:S:1:pos:R:3:nbo_charge:R:1
C -0.289 -0.844 1.554 -0.256
O 0.340 0.285 1.067 -0.644
S -0.493 1.377 -0.008 0.496
C 0.381 0.797 -1.476 0.803
F 1.660 0.979 -1.623 -0.291
F 0.148 -0.501 -1.621 -0.320
F -0.226 1.390 -2.613 -0.355
H -0.525 -0.684 2.504 0.186
H 0.207 -1.717 1.150 0.200
H -1.203 -1.081 1.066 0.181
```

Computed properties:
SMILES: COSC(F)(F)F
Molar mass in g/mol: 132.106
Strongest force on any atom in eV/Å: 4.7
Charge: 0



No. 2
Below is one molecule with the formula C26H32N4O4S, with properties calculated with ωB97M-V/def2-TZVPD.

Structure (XYZ):
```
67
Properties=species:S:1:pos:R:3:nbo_charge:R:1
C -2.387 -0.396 -0.710 -0.244
O -2.367 0.446 0.412 -0.567
C -3.660 0.869 0.787 -0.053
C -3.585 1.827 1.973 -0.425
C -2.829 1.231 3.164 -0.225
N -1.407 1.450 3.047 -0.641
C -0.715 2.103 3.994 0.664
O -1.184 2.479 5.049 -0.630
C 0.751 2.345 3.649 -0.616
S 1.692 0.806 3.446 0.270
C 1.502 0.519 1.722 0.338
N 0.770 1.349 1.064 -0.560
C 0.632 1.175 -0.283 0.153
C -0.138 2.072 -1.031 -0.183
C -0.286 1.892 -2.381 -0.228
C 0.328 0.820 -3.061 0.248
N 0.085 0.641 -4.415 -0.461
C 0.204 1.766 -5.324 -0.242
C -0.653 1.499 -6.563 -0.073
O -0.255 0.311 -7.204 -0.519
C -0.357 -0.782 -6.323 -0.070
C 0.495 -0.589 -5.064 -0.249
C 1.098 -0.066 -2.317 -0.249
C 1.251 0.104 -0.942 -0.181
C 2.071 -0.829 -0.182 0.676
O 2.662 -1.778 -0.657 -0.610
N 2.163 -0.544 1.188 -0.450
C 2.943 -1.453 2.008 -0.234
C 2.061 -2.367 2.878 -0.457
C 0.830 -2.795 2.128 0.063
C -0.406 -2.241 2.436 -0.255
C -1.536 -2.611 1.730 -0.198
C -1.441 -3.526 0.697 -0.226
C -0.210 -4.075 0.376 -0.207
C 0.918 -3.715 1.091 -0.224
H -2.715 0.147 -1.606 0.169
H -1.373 -0.759 -0.858 0.204
H -3.057 -1.249 -0.552 0.167
H -4.270 -0.009 1.057 0.160
H -4.152 1.369 -0.063 0.169
H -3.088 2.748 1.667 0.210
H -4.605 2.071 2.270 0.217
H -3.140 1.708 4.097 0.239
H -3.032 0.157 3.233 0.186
H -0.981 1.245 2.150 0.440
H 1.224 2.881 4.471 0.256
H 0.847 2.894 2.712 0.272
H -0.620 2.892 -0.523 0.224
H -0.909 2.580 -2.933 0.212
H -0.120 2.686 -4.842 0.210
H 1.253 1.886 -5.642 0.181
H -0.532 2.299 -7.296 0.196
H -1.711 1.428 -6.268 0.164
H -0.021 -1.657 -6.880 0.197
H -1.408 -0.921 -6.025 0.164
H 0.319 -1.430 -4.394 0.217
H 1.559 -0.562 -5.346 0.181
H 1.617 -0.897 -2.767 0.239
H 3.622 -0.872 2.638 0.219
H 3.521 -2.054 1.302 0.256
H 1.771 -1.844 3.789 0.223
H 2.657 -3.237 3.159 0.225
H -0.485 -1.522 3.239 0.220
H -2.493 -2.182 1.989 0.210
H -2.322 -3.817 0.143 0.211
H -0.129 -4.787 -0.431 0.213
H 1.875 -4.144 0.836 0.216
```

Computed properties:
SMILES: COCCCNC(=O)CSc1nc2ccc(N3CCOCC3)cc2c(=O)n1CCc1ccccc1
Molar mass in g/mol: 496.633
Strongest force on any atom in eV/Å: 0.9
Charge: 0



No. 3
Below is C27H35FN4P2Ti as an isolated structure at a distorted geometry, with properties calculated with ωB97M-V/def2-TZVPD.

Structure (XYZ):
```
70
Properties=species:S:1:pos:R:3:nbo_charge:R:1
Ti -0.235 0.674 3.442 1.666
C -2.053 1.848 -4.279 -0.162
C -2.152 0.582 -3.862 -0.199
C -1.370 -0.588 -4.371 -0.436
C 0.067 -0.295 -4.856 -0.449
C 0.874 0.575 -3.927 -0.211
C 0.938 1.910 -3.961 -0.155
C 0.238 2.793 -4.963 -0.450
C -1.181 2.354 -5.392 -0.452
C 1.462 0.515 4.704 -0.962
H -2.687 2.634 -3.851 0.193
H -2.942 0.294 -3.164 0.178
H -1.923 -1.057 -5.202 0.241
H -1.321 -1.341 -3.568 0.186
H 0.583 -1.269 -4.913 0.222
H 0.037 0.120 -5.871 0.222
H 1.491 0.001 -3.225 0.183
H 1.627 2.453 -3.305 0.202
H 0.849 2.877 -5.879 0.239
H 0.173 3.808 -4.543 0.216
H -1.674 3.255 -5.796 0.233
H -1.116 1.624 -6.209 0.216
H 1.067 1.077 5.571 0.273
H 2.410 0.994 4.425 0.268
H 1.651 -0.529 5.003 0.287
P 1.455 -0.269 1.997 1.220
P -1.384 -0.776 1.878 1.284
N 2.654 0.910 1.358 -0.655
N 2.634 -1.647 2.540 -0.620
N -2.350 0.434 0.973 -0.624
N -2.784 -1.796 2.210 -0.665
C 0.903 -0.998 0.417 -0.786
C -0.475 -1.669 0.569 -0.751
C 2.670 2.246 1.760 -0.093
C 3.668 2.910 1.054 -0.235
C 4.296 1.952 0.195 -0.224
C 3.654 0.731 0.407 -0.057
C 3.628 -1.527 3.512 -0.085
C 4.405 -2.684 3.522 -0.228
C 3.878 -3.550 2.520 -0.241
C 2.779 -2.901 1.961 -0.095
C -2.451 1.768 1.397 -0.113
C -2.800 2.539 0.294 -0.215
C -2.900 1.676 -0.833 -0.183
C -2.641 0.388 -0.381 -0.043
C -3.875 -2.071 1.379 -0.083
C -4.765 -2.883 2.075 -0.222
C -4.186 -3.140 3.366 -0.244
C -2.971 -2.474 3.418 -0.067
H 1.676 -1.711 0.107 0.299
H 0.878 -0.196 -0.339 0.302
H -1.038 -1.648 -0.376 0.298
H -0.391 -2.723 0.898 0.290
H 1.990 2.595 2.526 0.189
H 3.906 3.960 1.148 0.259
H 5.107 2.143 -0.492 0.264
H 3.835 -0.248 -0.017 0.235
H 3.680 -0.656 4.145 0.215
H 5.255 -2.867 4.163 0.259
H 4.251 -4.517 2.226 0.260
H 2.099 -3.240 1.193 0.209
H -2.377 2.040 2.448 0.217
H -2.948 3.611 0.277 0.265
H -3.094 1.962 -1.856 0.272
H -2.688 -0.562 -0.898 0.233
H -3.940 -1.641 0.391 0.220
H -5.711 -3.248 1.707 0.260
H -4.619 -3.750 4.147 0.258
H -2.239 -2.385 4.209 0.217
F -1.485 0.605 4.800 -0.546
```

Computed properties:
Molar mass in g/mol: 544.418
Strongest force on any atom in eV/Å: 7.3
Charge: +2



No. 4
Below is a 9-piece molecular cluster, C16H50O17 overall at a distorted geometry, with properties calculated with ωB97M-V/def2-TZVPD.

Structure (XYZ):
```
83
Properties=species:S:1:pos:R:3:mulliken_charge:R:1
O 9.005 10.987 11.034 0.003
C 8.190 11.983 10.418 -0.432
C 8.859 12.649 9.308 -0.057
O 8.795 11.722 8.222 -0.775
H 9.624 10.734 10.354 -0.123
H 7.293 11.533 10.020 0.327
H 7.890 12.720 11.231 0.290
H 9.888 12.983 9.432 -0.258
H 8.243 13.594 9.110 0.242
H 9.663 11.581 7.888 0.473
O 10.834 13.382 14.130 -0.508
C 10.425 12.742 15.290 -0.536
C 11.656 11.846 15.723 -0.353
O 12.294 11.210 14.575 -0.498
H 11.298 12.706 13.576 0.314
H 10.386 13.496 16.075 0.378
H 9.448 12.184 15.304 0.155
H 11.405 11.122 16.479 0.211
H 12.366 12.511 16.140 0.453
H 11.868 10.378 14.420 0.270
O 12.359 8.591 8.558 -0.466
C 11.777 7.377 9.044 -0.653
C 11.667 7.329 10.541 -0.544
O 10.790 8.269 11.196 -0.117
H 11.690 9.237 8.361 0.043
H 10.807 7.185 8.573 0.328
H 12.535 6.636 8.807 0.410
H 12.718 7.593 10.918 0.254
H 11.431 6.315 10.782 0.386
H 9.882 8.058 10.917 0.135
O 13.882 12.772 12.033 -0.638
C 13.528 11.524 11.418 -0.326
C 13.564 11.765 9.904 -0.064
O 12.492 12.583 9.508 -0.526
H 13.505 12.735 12.957 0.354
H 14.256 10.804 11.732 0.488
H 12.485 11.269 11.714 0.026
H 13.371 10.810 9.404 0.203
H 14.506 12.225 9.689 0.275
H 12.295 13.302 10.121 0.126
O 9.621 14.767 12.061 -0.453
C 10.687 15.691 11.830 -0.310
C 10.988 15.620 10.358 0.170
O 9.930 16.038 9.565 -0.562
H 9.925 14.090 12.711 0.440
H 10.435 16.710 12.101 0.297
H 11.622 15.383 12.353 0.246
H 11.295 14.572 10.157 -0.339
H 11.905 16.249 10.100 0.354
H 9.254 15.354 9.673 0.391
O 8.041 8.595 11.943 -0.419
C 6.946 8.335 12.751 -0.582
C 6.835 9.532 13.750 0.036
O 6.634 10.772 13.144 -0.418
H 8.028 9.516 11.659 0.375
H 6.129 8.100 12.073 0.332
H 7.116 7.389 13.269 0.348
H 7.775 9.553 14.314 -0.287
H 6.041 9.420 14.541 0.433
H 5.733 10.817 12.947 0.279
O 13.723 10.384 6.484 -0.551
C 12.581 10.380 5.652 -0.541
C 11.444 11.171 6.221 -0.447
O 11.234 11.011 7.610 0.067
H 13.369 9.911 7.280 0.281
H 12.779 10.797 4.665 0.441
H 12.276 9.316 5.518 0.242
H 10.474 10.872 5.822 0.388
H 11.576 12.225 5.975 0.318
H 11.716 11.692 8.078 0.110
O 11.470 8.394 17.187 -0.558
C 11.111 7.522 16.087 -0.603
C 9.842 7.886 15.400 -0.292
O 10.206 9.019 14.573 -0.113
H 11.948 9.113 16.762 0.326
H 11.984 7.469 15.345 0.206
H 11.046 6.504 16.496 0.389
H 9.096 8.167 16.088 0.307
H 9.485 7.095 14.717 0.323
H 9.980 8.739 13.685 0.076
O 8.785 8.999 8.139 -0.618
H 8.012 8.651 8.594 0.246
H 8.699 9.998 8.120 0.404
```

Computed properties:
SMILES: OCCO.OCCO.OCCO.OCCO.OCCO.OCCO.OCCO.OCCO.O
Molar mass in g/mol: 514.559
Strongest force on any atom in eV/Å: 3.1
Charge: 0



Going through the records in order, we get HOMO-LUMO gap values of 10.28; 8.17; 3.20; 10.31 eV.